Entry 1:
109
Properties=species:S:1:pos:R:3:forces:R:3 method="wB97M-V/def2-TZVPD" lumo_ev=-0.1973 mol_weight_g_mol=926.4 e_above_lowest_kj_mol=0.0 total_charge=0 energy_ev=-118480.5809
C -9.685174 3.042060 2.035937 0.1697 0.3184 0.1790
O -8.661882 3.393787 1.093354 -0.1494 -0.0722 0.3179
B -7.388923 3.447136 1.535139 0.3068 0.2159 -0.0436
O -6.972240 2.961471 2.755936 0.1776 -0.2256 -0.2727
C -6.366621 4.143836 0.501636 -0.9870 -0.4475 -0.5286
I -4.514159 4.677575 1.474507 -0.0132 0.0715 0.0170
C -6.203252 3.226531 -0.738574 0.8201 0.4353 -0.4341
C -4.927091 2.401054 -0.880134 -0.4265 -0.5081 -0.0253
C -4.705991 1.324522 0.196521 0.5296 0.0598 0.1422
C -3.268727 1.236869 0.751645 -0.3826 -0.8290 -0.0215
O -2.269991 1.452437 -0.235696 -0.0537 0.4527 0.3035
O -7.090240 5.332231 0.053229 0.1440 -0.0214 0.8518
C -6.340358 6.368785 -0.376418 -0.1383 0.2189 0.8730
O -5.693033 6.392411 -1.359382 0.7528 -0.0862 -1.2748
P -6.466614 7.892001 0.681152 -1.3060 0.9042 -0.1182
S -8.112530 8.881276 0.379217 0.0241 -0.1182 -0.0199
H -10.648094 3.093413 1.539017 0.0528 -0.2004 -0.1562
H -9.495683 2.064293 2.474256 -0.1738 -0.1326 -0.1379
H -9.687920 3.771694 2.846432 -0.0177 -0.0159 0.0162
H -6.939910 2.000205 2.809914 -0.1895 0.0964 0.2940
H -6.230194 3.899979 -1.596348 -0.0565 -0.0108 0.0058
H -7.082776 2.587228 -0.845084 -0.0586 0.0236 0.2598
H -4.064694 3.051953 -1.015844 -0.0288 0.0843 0.2222
H -5.021973 1.872133 -1.831411 0.0678 0.1273 -0.0731
H -5.353837 1.449516 1.069397 -0.1202 0.1305 -0.0779
H -4.938862 0.342496 -0.218797 -0.1450 0.0629 -0.0640
H -3.135668 1.862384 1.634982 0.1013 0.2444 -0.1640
H -3.142761 0.205288 1.088616 0.2013 0.0650 0.1027
H -2.142740 2.406424 -0.293903 0.1212 -0.0985 -0.1296
H -5.340785 8.640099 0.317280 0.3627 -0.3974 0.1473
H -6.333787 7.508655 2.022512 0.4478 -0.2714 -0.0829
O -2.343613 -2.302135 3.280270 0.0417 -0.2711 -2.4690
P -1.974280 -3.698303 3.543023 0.5546 -0.5973 5.2328
O -3.171221 -4.475782 4.273605 0.0628 -0.0932 -0.7558
C -4.401686 -4.699456 3.573987 -0.2667 -0.0636 -0.1625
C -4.280665 -5.758886 2.493721 0.1848 0.0472 -0.0344
O -0.948998 -3.644700 4.797141 0.1575 -0.0204 -0.3892
C -0.431468 -2.405485 5.281028 -0.0054 0.1779 0.1898
C -1.269287 -1.863802 6.421285 -0.0651 -0.1043 0.1479
O -1.249862 -4.929103 2.835136 -0.5764 0.9966 -1.8454
C -0.322053 -4.674144 1.750458 0.2427 0.0298 -0.1661
C 0.903834 -3.906136 2.200753 -0.0696 0.1304 0.1991
H -4.759305 -3.755794 3.151799 0.0429 0.0190 0.0469
H -5.120461 -5.019518 4.326381 0.0823 0.0373 0.0976
H -3.639448 -5.421177 1.677570 -0.0484 -0.0011 -0.0197
H -5.261815 -5.990854 2.078742 -0.0224 0.0198 0.0366
H -3.839548 -6.669380 2.897807 -0.0520 -0.0232 0.0334
H -0.351188 -1.678410 4.472622 -0.1551 -0.0212 -0.0472
H 0.582473 -2.610261 5.629488 -0.0122 -0.1018 -0.0245
H -2.330413 -1.882837 6.174531 0.0234 0.0943 -0.1479
H -0.982073 -0.838150 6.656968 0.0179 -0.0055 0.0008
H -1.135602 -2.473284 7.316053 0.0114 0.0028 -0.0027
H -0.839444 -4.140889 0.949928 -0.0450 -0.0135 0.0257
H -0.036978 -5.650091 1.364259 -0.1108 -0.0842 0.1183
H 0.651015 -2.880838 2.480713 -0.0163 -0.0102 -0.0381
H 1.634815 -3.861784 1.393428 -0.0229 -0.0408 -0.0351
H 1.358251 -4.381307 3.069079 0.0299 -0.0662 -0.0341
O 1.345184 2.019858 -3.571353 -2.1182 1.1332 -0.3897
P 0.876812 0.770601 -4.183584 3.8870 -3.2396 -0.1439
O 0.802533 -0.400975 -3.097920 -0.5408 0.2624 -0.1949
C -0.142607 -0.303736 -2.018442 -0.2156 0.0490 0.2619
C -1.572790 -0.528585 -2.464602 0.0007 -0.1053 -0.3160
O 2.129184 0.227736 -5.061002 -0.2948 0.1441 -0.1430
C 3.290004 1.029858 -5.269733 0.2428 0.0490 0.0931
C 4.352884 0.732500 -4.232834 0.1184 -0.2061 0.0678
O -0.225137 0.243525 -5.212260 -1.0681 1.7902 0.5742
C -0.791532 1.165860 -6.174170 -0.0629 0.1408 -0.2307
C 0.232222 1.674758 -7.168789 0.2067 -0.0172 0.1087
H -0.042306 0.666976 -1.529744 0.0388 -0.0070 -0.0142
H 0.145287 -1.068679 -1.298593 0.1271 -0.0214 -0.0656
H -1.916498 0.282131 -3.109765 -0.0477 0.0198 0.0787
H -2.232133 -0.574019 -1.602207 0.0361 0.0311 0.0451
H -1.659607 -1.454776 -3.034666 0.0602 -0.0309 0.0244
H 3.034297 2.089526 -5.275671 -0.0903 -0.0107 0.1460
H 3.661238 0.785393 -6.266752 -0.0758 -0.0847 -0.0064
H 3.933455 0.729076 -3.227151 -0.0816 0.1813 -0.0236
H 5.156304 1.469627 -4.275509 -0.0028 -0.0004 -0.0187
H 4.783261 -0.256313 -4.402083 0.0081 0.0083 -0.0145
H -1.261355 1.997486 -5.644252 0.0060 -0.0294 0.0362
H -1.577993 0.617458 -6.688192 0.0277 -0.1441 0.1008
H 0.964464 2.327147 -6.688230 -0.0407 0.0139 0.0082
H -0.261186 2.247571 -7.953998 -0.0487 -0.0146 0.0130
H 0.776410 0.845642 -7.619058 -0.0567 -0.0322 -0.0443
O 8.949194 0.289656 0.430795 -1.5299 0.9688 1.6391
P 8.241632 -0.995478 0.411646 2.1535 -2.9440 -3.5548
O 9.171749 -2.160713 0.999805 -0.5008 0.2478 0.3406
C 9.557895 -2.127658 2.379444 0.0841 0.0168 0.3131
C 8.415436 -2.469553 3.318670 -0.1345 0.0719 -0.1214
O 8.211029 -1.448949 -1.143921 -0.2480 0.1094 0.1864
C 8.624108 -0.562484 -2.183699 0.1960 0.0621 -0.1800
C 10.082723 -0.767045 -2.538833 0.0827 -0.1775 -0.0264
O 6.809666 -1.618687 0.743971 -0.2020 1.7042 1.3585
C 5.648559 -0.751269 0.745700 -0.2363 0.1371 -0.0825
C 5.349414 -0.177550 -0.623608 0.1912 0.0068 -0.1346
H 9.975073 -1.145710 2.619124 0.0026 -0.0009 -0.0670
H 10.355200 -2.861298 2.485327 0.0115 -0.0105 -0.1336
H 7.644966 -1.696709 3.302962 0.0257 0.0047 0.0484
H 8.781045 -2.561686 4.341687 0.0473 -0.0022 -0.0153
H 7.942732 -3.405528 3.022455 0.0461 -0.0422 0.0212
H 8.428730 0.473791 -1.907658 0.0778 -0.0146 0.1466
H 7.995580 -0.787767 -3.047497 -0.0506 -0.0779 0.0580
H 10.706448 -0.790142 -1.645799 -0.0580 0.1608 0.0560
H 10.435714 0.031669 -3.192621 -0.0145 -0.0017 -0.0095
H 10.220288 -1.719455 -3.052961 -0.0086 0.0059 -0.0070
H 5.794983 0.048066 1.475652 0.0402 -0.0337 0.0167
H 4.817610 -1.363096 1.090654 0.1064 -0.1440 0.0220
H 6.119136 0.532659 -0.934147 -0.0233 0.0163 0.0373
H 4.394820 0.348970 -0.612181 -0.0164 -0.0186 0.0497
H 5.311403 -0.966915 -1.373263 -0.0733 -0.0377 0.0204


Entry 2:
99
Properties=species:S:1:pos:R:3:forces:R:3 method="wB97M-V/def2-TZVPD" lumo_ev="-4.1681 / -3.7622" spin_multiplicity=2 mol_weight_g_mol=853.6 e_above_lowest_kj_mol=2.4 total_charge=+1 s_squared=0.758 energy_ev=-132017.1394
W 0.190854 0.093505 0.776500 -0.0480 0.0006 -0.1082
N 0.771041 -2.037406 0.551377 0.0293 -0.0371 -0.0204
C 2.214896 -2.308227 0.518660 0.0069 0.0085 -0.0075
C 2.929559 -1.127319 1.120652 -0.0218 0.0106 0.0524
O 4.091753 -1.137692 1.434156 -0.0018 0.0053 -0.0167
N 2.104158 -0.015121 1.218686 0.1233 -0.0715 -0.0188
C 2.736600 1.227334 1.638898 0.0051 0.0005 0.0062
C 1.977891 2.351258 0.965581 -0.0042 -0.0735 0.0328
O 2.280201 3.506785 0.995034 0.0016 0.0466 0.0160
O 0.882836 1.885113 0.345578 0.0514 0.0303 -0.0352
H 0.346247 -2.451819 1.379844 0.0056 0.0120 -0.0096
H 0.315881 -2.453217 -0.256414 0.0082 0.0214 0.0192
H 2.539325 -2.401937 -0.517078 0.0022 0.0035 -0.0139
H 2.480373 -3.223924 1.043520 -0.0010 0.0040 0.0041
H 3.794770 1.240698 1.386020 0.0031 0.0145 -0.0010
H 2.659692 1.362886 2.720831 0.0007 0.0048 -0.0102
C -2.769177 2.718141 2.851982 0.0080 -0.0246 -0.0087
C -1.328016 2.627717 2.354839 -0.0163 0.0452 -0.0068
C -1.131256 3.674144 1.270010 -0.0222 0.0060 -0.0017
C -0.346136 2.819728 3.498287 0.0077 -0.0128 -0.0073
O -1.178651 1.239452 1.815875 0.0185 -0.0475 -0.0491
Ge -1.737764 -0.220840 3.095939 -0.0096 -0.0130 -0.0041
O 0.076751 -0.568340 3.235178 -0.0176 0.0712 -0.0144
C 0.713234 -1.221882 4.363082 -0.0060 -0.0050 -0.0026
C -0.195499 -1.156838 5.586029 -0.0047 0.0082 -0.0223
C 2.018949 -0.498433 4.652031 0.0031 0.0052 0.0089
C 0.976988 -2.674406 3.985258 0.0075 -0.0048 0.0019
O -1.531942 -1.091375 1.344372 -0.0871 -0.0545 0.0720
C -2.712286 -1.687149 0.696006 0.0071 -0.0041 -0.0069
C -3.270884 -0.691160 -0.298209 0.0014 0.0143 0.0071
C -2.256112 -2.967369 0.024883 -0.0009 -0.0230 -0.0013
C -3.757719 -2.027376 1.751638 0.0342 0.0137 0.0106
H -2.981333 3.747023 3.139935 0.0027 -0.0024 0.0067
H -3.465070 2.437308 2.059296 0.0027 0.0119 -0.0068
H -2.957385 2.093269 3.725664 0.0004 -0.0095 0.0011
H -1.497985 4.623296 1.662927 -0.0108 -0.0005 -0.0061
H -0.095209 3.814415 0.988509 0.0022 0.0171 0.0061
H -1.718313 3.432413 0.384999 0.0125 -0.0017 0.0027
H -0.502544 3.803878 3.941185 0.0033 0.0014 -0.0012
H -0.491412 2.072860 4.282312 -0.0041 0.0061 0.0142
H 0.687485 2.775468 3.156272 -0.0097 -0.0097 -0.0057
H -0.453423 -0.122888 5.826110 0.0041 0.0001 0.0046
H -1.118781 -1.722016 5.437912 -0.0016 -0.0034 0.0010
H 0.315527 -1.582517 6.449520 0.0006 -0.0026 -0.0038
H 1.828924 0.555191 4.864117 -0.0001 0.0010 -0.0002
H 2.505511 -0.937513 5.523622 0.0017 0.0026 0.0015
H 2.711012 -0.577735 3.813885 -0.0034 -0.0098 0.0052
H 0.048072 -3.170699 3.690227 -0.0020 -0.0022 0.0036
H 1.702222 -2.736075 3.170788 -0.0050 0.0035 0.0082
H 1.396539 -3.224095 4.828213 0.0014 -0.0025 -0.0012
H -2.523052 -0.437494 -1.050616 -0.0032 -0.0023 0.0014
H -4.141303 -1.105603 -0.809240 -0.0010 0.0015 0.0018
H -3.575572 0.223805 0.211694 -0.0031 -0.0017 -0.0015
H -1.559641 -2.752174 -0.780872 -0.0016 0.0009 -0.0020
H -1.792870 -3.641966 0.748459 -0.0040 -0.0014 0.0047
H -3.107700 -3.485117 -0.417531 0.0060 -0.0018 -0.0038
H -4.192922 -1.137242 2.206794 -0.0035 0.0077 0.0011
H -4.568247 -2.577729 1.273326 0.0048 0.0003 0.0000
H -3.342745 -2.661746 2.538538 0.0035 -0.0015 -0.0037
C 3.552958 -1.057396 -2.640783 0.0049 -0.0082 -0.0291
Si 2.503199 0.507933 -2.629510 -0.0030 -0.0055 0.0198
C 2.427460 1.179196 -4.381737 -0.0191 0.0094 -0.0143
C 3.470244 1.788352 -1.669262 0.0018 0.0296 -0.0086
Si 0.271100 0.072884 -1.849835 -0.0407 0.0246 0.1324
Si -0.932398 1.950811 -2.700884 -0.0333 -0.0194 0.0086
C -1.145769 1.732521 -4.553235 0.0214 -0.0134 -0.0083
C 0.026715 3.524042 -2.378260 0.0391 -0.0026 -0.0047
C -2.664467 2.121571 -1.989619 0.0122 0.0422 -0.0046
Si -0.345429 -1.842810 -3.141921 -0.0312 0.0013 -0.0223
C 0.394802 -1.642136 -4.854846 0.0238 0.0185 0.0056
C -2.199486 -2.012460 -3.421039 0.0021 -0.0156 -0.0068
C 0.369175 -3.494812 -2.541536 0.0239 0.0147 -0.0020
H 4.396822 -0.888680 -3.316066 0.0002 -0.0075 0.0055
H 3.029980 -1.945689 -2.998320 0.0060 0.0052 -0.0005
H 3.983187 -1.269091 -1.659235 -0.0128 0.0070 0.0135
H 3.459231 1.282046 -4.731079 0.0035 -0.0041 0.0111
H 1.979560 2.173673 -4.406983 0.0052 -0.0066 -0.0028
H 1.900209 0.548017 -5.092509 0.0003 0.0042 -0.0037
H 4.346869 2.033159 -2.276991 -0.0022 0.0044 0.0031
H 3.849664 1.416651 -0.718926 -0.0064 -0.0189 0.0029
H 2.922287 2.714492 -1.496994 0.0129 -0.0057 -0.0009
H -0.193956 1.677884 -5.080076 -0.0085 0.0029 -0.0105
H -1.687544 2.600492 -4.939868 -0.0064 0.0012 0.0072
H -1.727661 0.844607 -4.806526 -0.0092 0.0053 0.0129
H 1.009551 3.497229 -2.852172 -0.0104 0.0142 0.0051
H 0.178789 3.709652 -1.315934 -0.0041 -0.0061 -0.0035
H -0.519980 4.370444 -2.803147 -0.0062 -0.0011 -0.0004
H -3.339079 1.353186 -2.371720 0.0098 -0.0087 -0.0036
H -3.061136 3.091676 -2.302879 -0.0115 -0.0050 0.0077
H -2.690975 2.084976 -0.900712 -0.0070 -0.0001 -0.0068
H 0.045628 -0.739845 -5.356779 0.0015 -0.0052 0.0020
H 0.076532 -2.498875 -5.455592 -0.0052 -0.0060 0.0083
H 1.485069 -1.632006 -4.847106 -0.0038 -0.0112 -0.0038
H -2.632370 -1.060078 -3.735308 0.0054 0.0026 -0.0021
H -2.767450 -2.365951 -2.563104 0.0123 0.0075 -0.0185
H -2.354814 -2.725123 -4.235746 -0.0082 0.0010 0.0007
H 1.453607 -3.434361 -2.419481 -0.0129 -0.0094 0.0042
H 0.188846 -4.219841 -3.340534 0.0003 -0.0047 0.0035
H -0.055328 -3.937627 -1.638805 -0.0211 0.0134 0.0111